Entry 1:
This record from the OMol25 dataset describes a molecular structure, C29H29FN5O5SV at a distorted geometry. The level of theory is ωB97M-V/def2-TZVPD.

Output
max |F|	1.16	eV/Å
total charge	+1
LUMO (spin up / spin down)	-2.9 / -2.9	eV
HOMO-LUMO gap (spin up / spin down)	4.3 / 7.3	eV
energy above the lowest of the compared OMol25 structures with the same formula, charge and spin	0.0	kcal per mole
2S+1	4

Each line ends with the Mulliken spin population.
Geometry (Å):
V: 0.113 -0.414 0.174  2.0747
F: 2.630 -5.679 -2.880  -0.0020
C: 2.276 -4.484 -3.422  -0.0707
C: 1.891 -3.468 -2.574  0.2381
C: 1.559 -2.205 -3.093  -0.0461
C: 1.225 -1.123 -2.247  0.2920
O: 1.299 -1.308 -0.908  0.0134
C: 0.956 0.147 -2.838  -0.0889
C: 0.997 0.284 -4.183  0.2178
N: 1.234 -0.778 -5.027  0.0473
C: 1.267 -0.557 -6.446  0.0204
C: 0.255 -1.252 -7.307  0.0049
C: 0.154 0.225 -7.065  0.0066
C: 1.595 -2.025 -4.506  0.0667
C: 1.977 -3.072 -5.320  0.0180
C: 2.326 -4.329 -4.788  0.1127
N: 2.731 -5.353 -5.704  0.0056
C: 4.082 -5.183 -6.213  0.0209
C: 4.276 -6.022 -7.457  0.0002
N: 3.993 -7.462 -7.101  0.0009
C: 2.591 -7.608 -6.555  0.0055
C: 2.478 -6.727 -5.328  0.0125
C: 0.719 1.396 -2.027  0.0045
O: 0.923 2.486 -2.499  0.0127
O: 0.319 1.188 -0.785  0.0034
H: 1.859 -3.635 -1.506  0.0359
H: 0.832 1.247 -4.642  0.0222
H: 2.263 -0.417 -6.855  -0.0117
H: -0.462 -1.889 -6.804  0.0001
H: 0.572 -1.600 -8.281  0.0007
H: -0.635 0.567 -6.409  -0.0010
H: 0.405 0.908 -7.865  -0.0009
H: 1.979 -2.950 -6.394  0.0122
H: 4.842 -5.459 -5.459  -0.0029
H: 4.251 -4.141 -6.472  -0.0004
H: 5.286 -5.960 -7.854  0.0007
H: 3.556 -5.746 -8.224  0.0006
H: 4.647 -7.744 -6.367  0.0000
H: 4.150 -8.078 -7.896  0.0002
H: 2.424 -8.659 -6.328  -0.0007
H: 1.914 -7.282 -7.341  0.0001
H: 3.173 -7.096 -4.557  -0.0019
H: 1.472 -6.821 -4.923  -0.0032
O: -0.355 -2.116 1.170  -0.0297
N: -1.493 -1.706 1.478  0.0567
O: -1.680 -0.543 0.983  -0.0364
N: 0.881 0.357 1.790  -0.0322
S: 2.295 1.119 1.637  0.0044
C: 3.472 0.165 2.571  0.0013
C: 4.503 -0.434 1.867  -0.0031
C: 5.395 -1.254 2.549  -0.0002
C: 5.236 -1.467 3.909  0.0005
C: 4.193 -0.859 4.604  -0.0002
C: 3.304 -0.035 3.937  0.0028
C: 2.185 2.577 2.667  0.0060
C: 3.352 3.217 3.067  -0.0013
C: 3.251 4.370 3.826  0.0000
C: 1.999 4.871 4.172  0.0000
C: 0.846 4.227 3.750  0.0004
C: 0.931 3.070 2.984  -0.0010
H: 0.707 0.022 2.733  0.0108
H: 4.605 -0.267 0.800  0.0009
H: 6.208 -1.727 2.014  -0.0001
H: 5.929 -2.110 4.437  0.0001
H: 4.077 -1.025 5.667  -0.0001
H: 2.504 0.461 4.477  -0.0004
H: 4.324 2.818 2.800  -0.0001
H: 4.150 4.879 4.151  0.0000
H: 1.926 5.771 4.768  0.0000
H: -0.126 4.625 4.011  0.0000
H: 0.043 2.565 2.628  -0.0002


Entry 2:
This record from the OMol25 dataset describes 2 unconnected molecules or ions with the total composition C2H7NO. The level of theory is ωB97M-V/def2-TZVPD.

Output
max |F|	0.74	eV/Å
LUMO	1.0	eV
HOMO-LUMO gap	10.6	eV
energy above the lowest of the compared OMol25 structures with the same formula, charge and spin	16.9	kcal per mole
structure (SMILES)	CC=O.N

Each line ends with the Mulliken charge.
Geometry (Å):
N: 1.015 2.366 1.350  -0.5813
H: 0.464 2.523 0.526  0.1933
H: 1.950 2.045 1.153  0.1998
H: 0.954 3.098 2.033  0.1959
O: -0.361 -1.700 1.033  -0.4572
C: -0.305 -1.973 -0.135  0.1004
C: -0.843 -1.046 -1.194  -0.7158
H: 0.077 -2.961 -0.457  0.3195
H: -0.243 -0.141 -1.256  0.2084
H: -1.831 -0.721 -0.863  0.2427
H: -0.877 -1.491 -2.189  0.2943


Entry 3:
This record from the OMol25 dataset describes 9 unconnected molecules or ions with the total composition H18O9 at a distorted geometry. The level of theory is ωB97M-V/def2-TZVPD.

Output
max |F|	5.99	eV/Å
LUMO	-0.2	eV
HOMO-LUMO gap	10.6	eV
energy above the lowest of the compared OMol25 structures with the same formula, charge and spin	87.4	kcal per mole
structure (SMILES)	O.O.O.O.O.O.O.O.O

Each line ends with the Mulliken charge.
Geometry (Å):
O: -0.596 -0.213 0.534  -0.5332
H: -0.658 -0.250 -0.341  0.2563
H: 0.191 -0.593 0.837  0.2798
O: -0.529 -0.749 -2.507  -0.7110
H: 0.146 -1.316 -1.911  0.2831
H: 0.109 -0.016 -2.846  0.3791
O: 0.103 2.078 2.757  -0.6532
H: -0.451 2.724 2.194  0.3244
H: 0.500 1.357 2.179  0.3169
O: 1.639 -1.705 2.103  -0.5785
H: 1.778 -2.649 2.170  0.3036
H: 0.870 -1.559 2.603  0.2931
O: 2.978 -1.302 -0.827  -0.5887
H: 2.260 -1.786 -0.972  0.2520
H: 2.642 -0.605 -0.303  0.2957
O: -1.958 -2.728 0.933  -0.6295
H: -1.402 -1.931 1.153  0.3524
H: -2.216 -2.969 1.911  0.3457
O: -2.629 0.574 -1.324  -0.7487
H: -2.071 0.123 -2.034  0.3807
H: -2.984 -0.088 -0.770  0.2968
O: 1.862 1.654 -0.355  -0.6011
H: 2.252 2.423 -0.743  0.2333
H: 0.785 1.916 -0.463  0.4095
O: -0.601 2.627 -0.984  -0.6675
H: -0.638 3.057 -1.846  0.3251
H: -1.381 1.926 -1.146  0.3838


Entry 4:
This record from the OMol25 dataset describes a molecular structure, C26H27BrF5IMnNO4Si2 at a distorted geometry. The level of theory is ωB97M-V/def2-TZVPD.

Output
max |F|	2.10	eV/Å
total charge	-1
LUMO (spin up / spin down)	2.1 / 1.8	eV
HOMO-LUMO gap (spin up / spin down)	5.8 / 7.4	eV
energy above the lowest of the compared OMol25 structures with the same formula, charge and spin	1.9	kcal per mole
2S+1	6

Each line ends with the Mulliken spin population.
Geometry (Å):
Mn: 0.138 -0.500 -0.387  3.9283
O: -1.740 -3.920 0.890  0.0380
C: -1.091 -2.730 0.771  0.2092
O: -0.827 -2.310 -0.416  0.1182
C: -0.744 -1.956 1.892  0.1599
C: -0.994 -2.156 3.275  0.1462
C: -0.554 -1.207 4.170  -0.0098
C: 0.137 -0.070 3.737  0.2220
C: 0.341 0.083 2.360  -0.0090
N: -0.094 -0.816 1.490  0.1432
C: 0.951 1.249 1.618  -0.0274
O: 1.282 2.295 2.157  0.0109
O: 0.995 1.012 0.346  -0.0558
H: -1.938 -4.222 -0.009  0.0007
H: -1.535 -3.033 3.589  0.0171
H: -0.767 -1.328 5.222  0.0056
H: 0.493 0.691 4.409  0.0180
Br: -4.114 5.228 3.739  0.0000
C: -2.653 5.581 2.582  -0.0002
C: -2.334 6.905 2.323  0.0000
C: -1.263 7.202 1.502  0.0001
C: -0.512 6.173 0.951  0.0003
C: -0.840 4.852 1.204  0.0001
C: -1.918 4.543 2.018  -0.0019
I: -2.414 2.524 2.354  0.0040
H: -2.925 7.696 2.765  0.0000
H: -1.010 8.232 1.298  0.0000
H: 0.334 6.404 0.323  0.0000
H: -0.242 4.060 0.786  0.0026
C: 1.265 1.929 -3.106  0.0140
Si: -0.630 1.642 -3.126  -0.0265
C: -1.356 3.413 -3.346  0.0073
C: -1.102 0.714 -4.728  0.0025
C: -1.269 0.835 -1.536  0.0905
Si: -3.076 0.278 -1.513  0.0093
C: -3.547 -0.870 -2.963  0.0001
C: -4.211 1.833 -1.529  0.0069
C: -3.560 -0.616 0.109  0.0215
H: 1.517 2.941 -3.414  0.0001
H: 1.783 1.243 -3.768  0.0012
H: 1.653 1.777 -2.102  -0.0032
H: -0.943 3.898 -4.227  0.0001
H: -1.139 4.046 -2.490  -0.0006
H: -2.434 3.384 -3.465  0.0000
H: -0.463 1.018 -5.550  0.0002
H: -2.128 0.922 -5.013  0.0002
H: -1.007 -0.357 -4.608  -0.0014
H: -1.165 1.598 -0.740  -0.0380
H: -3.699 -0.323 -3.886  0.0001
H: -4.461 -1.416 -2.749  0.0005
H: -2.753 -1.589 -3.130  -0.0002
H: -4.059 2.417 -2.429  -0.0012
H: -3.992 2.475 -0.680  -0.0013
H: -5.264 1.572 -1.474  -0.0008
H: -3.406 -1.686 0.026  0.0038
H: -4.604 -0.451 0.362  0.0004
H: -2.962 -0.262 0.945  -0.0038
F: -0.013 -2.153 -3.230  -0.0111
C: 1.261 -1.742 -3.033  -0.1959
C: 1.581 -1.090 -1.841  0.3824
C: 2.938 -0.770 -1.727  -0.1781
F: 3.372 -0.197 -0.581  -0.0046
C: 3.885 -1.004 -2.716  -0.0077
F: 5.174 -0.635 -2.556  0.0028
C: 3.494 -1.619 -3.898  0.0089
F: 4.379 -1.817 -4.896  0.0001
C: 2.169 -2.015 -4.046  -0.0013
F: 1.789 -2.649 -5.176  0.0026